(1)
An isolated molecule of C4H6N2 at a distorted geometry, computed with ωB97M-V with the def2-TZVPD basis set.

Element x y z (Å)
N1 -0.202 3.004 -0.681
C1 0.006 1.972 -0.196
C2 0.429 0.666 0.367
C3 -0.589 -0.374 0.843
C4 -0.330 -1.192 -0.497
N2 0.837 -0.296 -0.673
H1 1.208 0.897 1.106
H2 -0.008 -1.182 1.217
H3 -1.212 -0.265 1.733
H4 -1.094 -1.238 -1.264
H5 0.063 -2.220 -0.340
H6 0.912 0.101 -1.597

Results
- multiplicity = 1
- HOMO (eV) = -9.8468
- SMILES = N#C[C@H]1CCN1
- orbital gap (eV) = 10.7022
- total charge = 0

---

(2)
An isolated molecule of C5H10O at a distorted geometry, computed with ωB97M-V with the def2-TZVPD basis set.

Element x y z (Å)
C1 -1.003 1.537 0.774
C2 -0.824 0.058 0.655
C3 0.745 -0.298 -0.095
C4 0.722 -0.184 -1.612
C5 0.679 -1.586 0.522
O1 0.795 -2.553 -0.177
H1 -0.279 1.935 1.483
H2 -1.996 1.842 1.103
H3 -0.815 1.989 -0.195
H4 -1.105 -0.411 1.641
H5 -1.571 -0.385 -0.030
H6 1.781 -0.042 0.256
H7 -0.235 -0.533 -1.994
H8 1.513 -0.727 -2.147
H9 0.843 0.880 -1.832
H10 0.749 -1.523 1.647

Results
- multiplicity = 1
- HOMO (eV) = -9.2297
- SMILES = CC[C@H](C)C=O
- orbital gap (eV) = 10.2229
- total charge = 0

---

(3)
C21H17AuBrF4NO8P3 as an isolated structure, computed with ωB97M-V with the def2-TZVPD basis set.

Element x y z (Å)
Au1 0.868 1.334 -0.228
C1 -1.391 3.882 3.944
C2 -0.918 3.082 2.731
O1 -1.782 3.372 1.644
P1 0.818 3.464 2.381
O2 1.602 2.890 3.592
O3 1.009 5.022 2.404
O4 1.342 2.941 1.050
P2 -0.912 1.250 3.061
O5 -2.429 0.913 3.421
O6 -0.036 1.010 4.246
O7 -0.528 0.624 1.744
H1 -1.090 4.927 3.887
H2 -1.010 3.446 4.866
H3 -2.479 3.833 3.954
H4 -1.460 2.922 0.844
H5 1.112 2.073 3.996
H6 1.702 5.363 1.827
H7 -2.990 0.931 2.636
F1 5.578 -3.671 -0.936
C3 4.449 -3.001 -0.967
C4 3.312 -3.574 -1.516
F2 3.359 -4.796 -2.005
C5 2.125 -2.854 -1.542
F3 1.050 -3.439 -2.055
C6 2.041 -1.563 -1.038
P3 0.426 -0.729 -1.090
C7 -0.130 -0.639 -2.781
C8 0.321 0.403 -3.592
C9 -0.096 0.477 -4.908
C10 -0.972 -0.477 -5.410
C11 -1.420 -1.515 -4.606
C12 -1.002 -1.603 -3.290
C13 -0.652 -1.626 -0.025
C14 -2.038 -1.526 -0.186
C15 -2.869 -2.144 0.730
C16 -2.326 -2.824 1.813
C17 -0.952 -2.897 1.991
C18 -0.110 -2.292 1.078
C19 3.197 -1.017 -0.488
Br1 3.201 0.730 0.246
C20 4.387 -1.712 -0.448
F4 5.472 -1.165 0.076
H8 0.984 1.164 -3.198
H9 0.251 1.284 -5.537
H10 -1.310 -0.408 -6.435
H11 -2.099 -2.257 -5.003
H12 -1.339 -2.423 -2.671
H13 -2.465 -0.964 -1.004
H14 -3.941 -2.084 0.609
H15 -2.983 -3.293 2.534
H16 -0.541 -3.403 2.852
H17 0.960 -2.317 1.241
O8 -2.691 1.155 -2.039
C21 -1.759 1.600 -1.497
N1 -0.845 2.124 -0.904

Results
- multiplicity = 1
- HOMO (eV) = -11.8775
- orbital gap (eV) = 6.0663
- total charge = +1

---

(4)
C34H42BGdN7O5S3 as an isolated structure at a distorted geometry, computed with ωB97M-V with the def2-TZVPD basis set.

Element x y z (Å)
Gd1 -2.943 -0.567 -1.872
C1 0.436 2.963 -3.066
C2 0.416 2.412 -1.676
C3 0.579 3.205 -0.588
C4 0.499 2.680 0.722
N1 0.335 1.399 0.912
N2 0.156 0.617 -0.170
B1 -0.169 -0.818 0.231
N3 -1.490 -1.060 1.014
N4 -0.353 -1.132 1.732
C5 -0.276 -1.536 2.965
C6 -1.536 -1.775 3.580
C7 -2.713 -1.654 2.907
C8 -4.023 -1.900 3.583
C9 -2.711 -1.308 1.492
S1 -4.123 -1.269 0.584
C10 1.088 -1.734 3.599
C11 1.761 -2.915 2.882
C12 0.949 -2.050 5.087
C13 1.925 -0.467 3.410
N5 0.523 -1.904 -0.572
N6 1.841 -1.611 -0.523
C14 2.661 -2.371 -1.187
C15 2.164 -3.484 -1.923
C16 0.841 -3.783 -1.950
C17 0.299 -4.945 -2.720
C18 -0.057 -2.916 -1.239
S2 -1.741 -3.141 -1.233
C19 4.130 -1.958 -1.143
C20 4.268 -0.636 -1.910
C21 4.554 -1.749 0.314
C22 5.027 -3.016 -1.785
C23 0.106 1.044 -1.441
S3 -0.386 0.015 -2.734
C24 0.586 3.542 1.980
C25 1.906 3.255 2.701
C26 0.511 5.031 1.637
C27 -0.600 3.180 2.883
H1 0.715 4.014 -3.051
H2 -0.549 2.864 -3.526
H3 1.132 2.411 -3.699
H4 0.737 4.264 -0.728
H5 -1.553 -2.063 4.620
H6 -3.879 -2.160 4.629
H7 -4.561 -2.703 3.076
H8 -4.655 -1.013 3.510
H9 1.157 -3.823 2.950
H10 2.725 -3.114 3.353
H11 1.941 -2.688 1.831
H12 0.407 -2.981 5.263
H13 0.453 -1.245 5.634
H14 1.947 -2.169 5.510
H15 2.054 -0.222 2.354
H16 2.911 -0.620 3.851
H17 1.458 0.388 3.902
H18 2.856 -4.105 -2.475
H19 1.107 -5.515 -3.174
H20 -0.381 -4.597 -3.499
H21 -0.287 -5.599 -2.074
H22 3.646 0.139 -1.460
H23 3.972 -0.752 -2.955
H24 5.307 -0.303 -1.887
H25 3.954 -0.975 0.794
H26 5.601 -1.443 0.349
H27 4.455 -2.671 0.893
H28 4.829 -3.132 -2.853
H29 4.922 -3.991 -1.304
H30 6.069 -2.710 -1.682
H31 2.764 3.530 2.082
H32 1.994 2.199 2.955
H33 1.957 3.838 3.622
H34 1.356 5.358 1.027
H35 0.539 5.606 2.563
H36 -0.417 5.282 1.118
H37 -0.557 2.131 3.182
H38 -1.548 3.349 2.367
H39 -0.577 3.798 3.782
O1 -5.412 4.244 -5.200
C28 -4.880 3.266 -4.448
C29 -4.158 3.528 -3.279
C30 -3.665 2.452 -2.582
N7 -3.858 1.207 -3.008
C31 -4.540 0.949 -4.123
C32 -5.083 1.955 -4.883
C33 -4.672 -0.533 -4.433
O2 -5.342 -0.909 -5.353
O3 -3.994 -1.281 -3.570
C34 -2.860 2.536 -1.293
O4 -2.474 3.615 -0.890
O5 -2.641 1.368 -0.771
H40 -5.230 5.109 -4.809
H41 -3.985 4.533 -2.914
H42 -5.646 1.736 -5.778

Results
- multiplicity = 8
- HOMO (alpha / beta) (eV) = -8.4586 / -11.9026
- orbital gap (alpha / beta) (eV) = 4.8987 / 5.6414
- total charge = +1
- ⟨S²⟩ = 15.84

---

Per-record ΔE to the lowest compared entry with this formula, charge and spin, eV: 3.082; 2.199; 0.136; 9.370
Per-record energy, eV: -7222.5088; -7392.5659; -152391.8878; -110616.4490